Record 1
{"formula": "H5NS", "method": "ωB97M-V/def2-TZVPD", "e_tot_ev": -12406.0486, "homo_energy_ev": -9.60, "lumo_energy_ev": 0.886, "molar_mass_g_mol": 51.114, "symbols": ["N", "H", "H", "H", "S", "H", "H"], "positions_angstrom": [[0.50670, -2.01089, -0.51827], [0.89754, -1.41826, 0.24661], [1.06337, -1.84912, -1.35734], [0.70014, -3.05989, -0.44430], [-0.33806, 1.19739, 0.19874], [-1.18670, 0.22590, 0.58856], [0.38778, 1.01940, 1.41456]], "lowdin_charge": [-0.04, -0.02, -0.01, 0.04, 0.42, -0.22, -0.16]}

***

Record 2
{"formula": "C3H9NO4S2", "method": "ωB97M-V/def2-TZVPD", "e_tot_ev": -34606.5259, "homo_energy_ev": -8.45, "lumo_energy_ev": 0.248, "molar_mass_g_mol": 187.242, "symbols": ["O", "S", "O", "O", "O", "H", "H", "C", "C", "C", "N", "S", "H", "H", "H", "H", "H", "H", "H"], "positions_angstrom": [[2.62134, 1.07132, -0.87979], [2.39705, 0.07792, 0.10054], [1.32585, 0.27935, 0.98557], [2.14610, -1.34901, -0.48988], [3.82443, -0.14850, 0.80245], [1.45155, -2.07131, -0.13543], [4.44817, -0.13387, 0.10272], [-2.50111, 0.63620, -1.11127], [-1.03389, 0.49670, -0.67022], [-0.92504, -0.45786, 0.44532], [-1.16324, -0.04148, 1.68172], [-0.76236, -2.13979, 0.13996], [-2.94925, -0.30363, -1.41837], [-3.15647, 0.82821, -0.21370], [-2.60030, 1.32028, -1.89014], [-0.50036, 0.10656, -1.54610], [-0.57959, 1.49513, -0.41814], [-0.80985, 0.92080, 1.92838], [-1.23307, -0.58702, 2.58639]], "lowdin_charge": [-0.23, 0.50, -0.27, -0.23, -0.11, 0.07, 0.07, -0.09, -0.28, -0.86, 0.07, 0.62, 0.07, 0.10, 0.05, 0.11, 0.13, 0.14, 0.15]}

***

Record 3
{"formula": "C16H36N4O2PS", "method": "ωB97M-V/def2-TZVPD", "charge": 1, "e_tot_ev": -47348.4902, "homo_energy_ev": -11.69, "lumo_energy_ev": -2.578, "molar_mass_g_mol": 379.531, "symbols": ["C", "C", "C", "C", "N", "P", "C", "C", "C", "C", "C", "N", "C", "C", "S", "C", "N", "N", "C", "O", "H", "H", "H", "H", "H", "H", "H", "H", "H", "H", "H", "H", "H", "H", "H", "H", "H", "H", "H", "H", "H", "H", "H", "H", "H", "H", "H", "H", "C", "C", "C", "O", "H", "H", "H", "H", "H", "H", "H", "H"], "positions_angstrom": [[-3.67636, -2.52514, -0.63074], [-2.65308, -1.53625, -1.20942], [-2.63145, -0.17393, -0.49122], [-1.25863, 0.21860, 0.04497], [-0.36904, 0.62744, -1.07900], [1.26246, 0.71462, -0.78120], [1.71685, 1.99471, 0.40355], [3.00606, 1.83142, 1.22715], [2.85898, 0.92609, 2.45139], [4.06589, 1.04239, 3.40523], [3.71961, 1.68464, 4.75739], [2.75660, 0.98012, 5.58848], [1.79669, -0.96711, -0.41616], [3.31565, -1.19689, -0.32894], [4.13400, -0.63722, -1.85724], [5.55433, 0.08306, -1.15359], [6.06945, 1.21874, -1.46068], [7.22269, 1.33481, -0.69066], [7.29049, 0.26652, 0.01077], [6.27172, -0.58969, -0.22036], [-4.10155, -3.15997, -1.41206], [-4.51062, -2.00234, -0.15513], [-3.23017, -3.18902, 0.11425], [-1.65217, -1.98659, -1.15398], [-2.86043, -1.38326, -2.26899], [-3.30414, -0.19719, 0.37326], [-2.99864, 0.60828, -1.16218], [-0.81464, -0.65065, 0.54264], [-1.34557, 1.01393, 0.79493], [-0.68777, 1.53035, -1.42774], [1.80996, 1.08912, -2.00169], [1.79161, 2.89574, -0.21875], [0.86633, 2.14505, 1.07784], [3.83808, 1.52717, 0.58341], [3.26728, 2.83034, 1.59365], [1.93934, 1.22202, 2.97404], [2.70947, -0.11954, 2.16320], [4.83289, 1.66094, 2.92593], [4.49494, 0.05456, 3.59635], [3.35750, 2.70718, 4.59568], [4.64236, 1.77411, 5.33847], [3.08520, 0.05475, 5.83457], [1.84924, 0.88358, 5.15233], [1.31563, -1.31434, 0.50253], [1.37407, -1.56030, -1.23822], [3.75261, -0.65257, 0.50368], [3.50806, -2.25830, -0.16270], [8.02888, -0.02151, 0.74365], [-6.75661, -1.21756, -4.20589], [-6.40252, -1.03524, -2.74051], [-7.53273, -0.39923, -1.95015], [-5.19630, -0.27070, -2.60234], [-6.96406, -0.24838, -4.66814], [-5.93262, -1.68234, -4.74683], [-7.64318, -1.84134, -4.32032], [-6.15758, -2.00529, -2.30387], [-7.76152, 0.59290, -2.34934], [-7.25576, -0.28782, -0.90173], [-8.43919, -1.00193, -2.00726], [-5.36857, 0.59847, -2.98227]], "lowdin_charge": [-0.10, -0.25, -0.20, -0.25, -0.17, 0.97, -0.26, -0.23, -0.22, -0.19, -0.29, 0.00, -0.33, -0.48, 1.00, -0.72, 0.06, 0.07, -0.17, 0.04, 0.07, 0.07, 0.07, 0.09, 0.09, 0.12, 0.11, 0.11, 0.11, 0.11, 0.06, 0.11, 0.10, 0.10, 0.13, 0.11, 0.09, 0.11, 0.11, 0.12, 0.11, 0.07, 0.05, 0.10, 0.11, 0.05, 0.10, 0.14, -0.05, -0.50, -0.05, -0.07, 0.08, 0.08, 0.08, 0.12, 0.08, 0.08, 0.08, 0.09]}

***

Record 4
{"formula": "C3H5N", "method": "ωB97M-V/def2-TZVPD", "e_tot_ev": -4678.3349, "homo_energy_ev": -10.63, "lumo_energy_ev": 0.569, "molar_mass_g_mol": 55.080, "symbols": ["C", "C", "C", "N", "H", "H", "H", "H", "H"], "positions_angstrom": [[-1.05081, 0.00516, -0.44866], [0.43392, 0.13926, 0.28983], [1.99145, 0.27920, 0.16190], [2.89702, 0.97888, -0.07276], [-0.78434, 0.41170, -1.31891], [-1.59485, 0.19852, 0.43618], [-1.11334, -1.06662, -0.41550], [0.35601, 1.36405, 0.22368], [0.08446, -0.00752, 1.28711]], "lowdin_charge": [-0.04, -0.18, -0.21, 0.09, 0.03, 0.06, 0.05, 0.14, 0.06]}

***

Record 5
{"formula": "C5H6CsO5", "method": "ωB97M-V/def2-TZVPD", "charge": -1, "e_tot_ev": -16067.9559, "homo_energy_ev": -3.85, "lumo_energy_ev": 1.886, "molar_mass_g_mol": 279.003, "symbols": ["H", "O", "C", "C", "H", "H", "C", "C", "O", "C", "O", "O", "Cs", "O", "H", "H", "H"], "positions_angstrom": [[-2.50460, 2.13359, 2.04407], [-0.68854, -0.61709, 2.42726], [-2.08954, 1.30461, 2.61519], [-1.18045, 0.46911, 2.07735], [-2.63532, 0.95110, 3.49010], [0.30053, 2.11883, -0.31449], [0.38011, 1.02256, -0.19518], [0.73192, 0.44949, -1.56231], [0.70659, -0.94923, -1.39560], [1.55116, -1.89293, -1.96086], [2.11243, -1.59706, -3.01184], [1.36697, -2.99141, -1.37962], [-0.06677, -3.24963, 0.57470], [-0.82553, 0.51560, 0.30503], [1.22247, 0.82009, 0.49259], [1.68560, 0.86872, -1.91482], [-0.06702, 0.64363, -2.29154]], "lowdin_charge": [0.02, -0.15, -0.06, -0.45, 0.02, 0.10, -0.31, -0.19, -0.13, -0.81, 0.01, -0.44, 1.22, -0.20, 0.12, 0.12, 0.12]}

***

Record 6
{"formula": "C38H31AsN6O7RhS2", "method": "ωB97M-V/def2-TZVPD", "charge": 1, "e_tot_ev": -148695.2993, "homo_energy_ev": -11.31, "lumo_energy_ev": -4.216, "molar_mass_g_mol": 925.663, "symbols": ["Rh", "C", "C", "N", "C", "C", "N", "C", "C", "C", "C", "C", "N", "C", "C", "N", "C", "C", "N", "C", "C", "C", "N", "C", "C", "H", "H", "H", "H", "H", "H", "H", "H", "H", "H", "H", "H", "O", "As", "O", "O", "C", "C", "C", "C", "C", "C", "S", "O", "O", "O", "H", "H", "H", "H", "H", "O", "S", "C", "C", "C", "C", "C", "C", "C", "C", "C", "C", "C", "C", "C", "C", "H", "H", "H", "H", "H", "H", "H", "H", "H", "H", "H", "H", "H", "H"], "positions_angstrom": [[-0.54860, 0.08685, 0.87453], [1.46147, -3.57810, 1.95622], [1.24837, -2.22094, 1.71876], [0.09263, -1.81650, 1.22005], [-0.87861, -2.72792, 0.98082], [-0.62457, -4.06624, 1.21463], [0.54236, -4.49103, 1.69259], [-2.17622, -2.18254, 0.51185], [-3.35290, -2.87879, 0.31260], [-4.50913, -2.17220, -0.02634], [-4.45190, -0.78201, -0.14504], [-3.24393, -0.14192, 0.05332], [-2.15907, -0.85967, 0.34376], [-2.97500, 1.31477, 0.02054], [-3.88918, 2.27978, -0.35583], [-3.58949, 3.57535, -0.35922], [-2.36662, 3.91617, 0.01102], [-1.41614, 2.97035, 0.38549], [-1.72828, 1.68411, 0.39074], [-5.78899, -2.88815, -0.22443], [-6.97435, -2.38812, 0.29945], [-8.14557, -3.10089, 0.08902], [-8.19969, -4.23682, -0.59929], [-7.06215, -4.70773, -1.10035], [-5.83638, -4.07926, -0.93800], [2.40145, -3.91761, 2.37149], [1.98703, -1.46328, 1.93836], [-1.37543, -4.82096, 1.01879], [-3.40108, -3.94777, 0.46289], [-5.34476, -0.22377, -0.38811], [-4.88987, 2.00864, -0.66750], [-2.11924, 4.96980, 0.01750], [-0.41570, 3.24193, 0.69609], [-6.99153, -1.47965, 0.88782], [-9.08294, -2.74143, 0.49665], [-7.13122, -5.63150, -1.66252], [-4.94667, -4.50311, -1.38607], [-3.27131, 1.69745, 3.13510], [-1.71694, 1.11255, 3.79629], [-1.93788, 0.63168, 5.31992], [-1.34502, -0.10556, 2.66434], [-0.69410, 2.73320, 3.48252], [-1.40843, 3.91458, 3.66885], [-0.79870, 5.14889, 3.49722], [0.53817, 5.22019, 3.13918], [1.26642, 4.05408, 2.95731], [0.65346, 2.82040, 3.13247], [1.63549, 1.38415, 2.78916], [1.25912, 0.35295, 3.71369], [3.00740, 1.79931, 2.74003], [1.20361, 1.02840, 1.36289], [-3.93793, 1.54978, 3.81955], [-2.45315, 3.86723, 3.94305], [-1.37039, 6.05390, 3.65500], [1.02110, 6.18008, 3.01385], [2.31541, 4.08320, 2.69701], [0.19731, 0.15851, -1.06637], [1.70011, -0.16974, -1.24621], [2.51038, 1.42388, -1.55245], [4.00839, 1.30125, -1.43815], [4.81954, 1.40708, -2.56074], [6.19482, 1.27801, -2.44051], [6.76383, 1.03873, -1.19837], [5.95587, 0.94137, -0.07327], [4.58126, 1.07603, -0.18832], [1.66268, -0.91521, -2.88798], [3.03727, -1.20605, -3.42425], [3.94870, -1.95347, -2.68368], [5.21901, -2.19574, -3.17894], [5.58307, -1.70880, -4.42747], [4.67258, -0.98137, -5.17861], [3.40494, -0.72594, -4.67519], [2.09846, 2.02611, -0.73968], [2.17520, 1.80902, -2.51507], [4.38093, 1.59232, -3.53236], [6.82104, 1.36670, -3.31851], [7.83719, 0.93939, -1.10528], [6.39428, 0.77193, 0.90138], [3.95982, 1.01861, 0.69672], [1.10117, -0.23337, -3.52777], [1.06936, -1.82106, -2.74706], [3.67249, -2.33786, -1.70784], [5.92599, -2.76598, -2.59147], [6.57404, -1.90218, -4.81587], [4.94874, -0.60838, -6.15597], [2.69712, -0.15005, -5.26044]], "lowdin_charge": [1.20, -0.05, -0.04, 0.01, -0.14, -0.03, 0.12, -0.14, 0.09, -0.11, 0.09, -0.14, 0.00, -0.15, -0.03, 0.13, -0.06, -0.04, 0.02, -0.18, -0.01, -0.12, 0.08, -0.12, -0.01, 0.13, 0.12, 0.13, 0.13, 0.13, 0.13, 0.12, 0.12, 0.12, 0.11, 0.11, 0.12, -0.26, 0.92, -0.41, -0.51, -0.25, -0.09, -0.06, -0.05, -0.05, -0.28, 0.50, -0.29, -0.28, -0.50, 0.05, 0.11, 0.11, 0.11, 0.12, -0.60, 1.03, -0.24, -0.28, -0.05, -0.07, -0.07, -0.06, -0.03, -0.26, -0.29, -0.05, -0.06, -0.07, -0.07, -0.06, 0.09, 0.11, 0.11, 0.11, 0.11, 0.11, 0.09, 0.10, 0.11, 0.11, 0.11, 0.11, 0.11, 0.12]}